Density functional theory data (ωB97M-V/def2-TZVPD) for a cluster of 2 separate species, C3H9NO2 in total.

Calculated values
relative energy (zero: lowest compared OMol25 entry of this formula, charge and spin): 55.3 kcal/mol
2S+1: 1
charge: 0
SMILES string: CC=O.NCO

Bonds (Å) are listed after each position.
Cartesian coordinates (Å):
1 O -1.58 1.32 -0.64  C2 1.269
2 C -2.23 0.28 -0.31  O1 1.269, C3 1.449, H4 1.113
3 C -1.73 -0.87 0.43  C2 1.449, H5 1.114, H6 1.168, H7 1.052
4 H -3.29 0.17 -0.62  C2 1.113
5 H -0.99 -1.33 -0.26  C3 1.114
6 H -1.47 -0.65 1.55  C3 1.168
7 H -2.52 -1.56 0.49  C3 1.052
8 N 0.93 0.19 0.74  C9 1.461, H11 1.026, H12 1.047
9 C 1.97 -0.14 -0.23  N8 1.461, O10 1.491, H13 1.078, H14 1.103
10 O 2.67 1.12 -0.62  C9 1.491, H15 0.976
11 H 0.23 0.82 0.35  N8 1.026
12 H 1.50 0.71 1.45  N8 1.047
13 H 1.55 -0.60 -1.10  C9 1.078
14 H 2.70 -0.82 0.25  C9 1.103
15 H 2.26 1.37 -1.47  O10 0.976

=====

Density functional theory data (ωB97M-V/def2-TZVPD) for a cluster of 2 separate species, C3H9NO2 in total.

Calculated values
relative energy (zero: lowest compared OMol25 entry of this formula, charge and spin): 73.9 kcal/mol
2S+1: 1
charge: 0
SMILES string: C=CO.NCO

Bonds (Å) are listed after each position.
Cartesian coordinates (Å):
1 C 1.24 -1.23 1.33  C2 1.408, H4 1.255, H5 1.135
2 C 2.21 -0.44 0.67  C1 1.408, O3 1.362, H6 1.109
3 O 1.85 0.47 -0.27  C2 1.362, H7 0.995
4 H 1.66 -1.89 2.32  C1 1.255
5 H 0.11 -1.17 1.36  C1 1.135
6 H 3.28 -0.45 0.96  C2 1.109
7 H 1.06 0.01 -0.68  O3 0.995
8 N -1.88 0.52 0.16  C9 1.390, H11 0.965, H12 1.065
9 C -1.19 0.95 -0.97  N8 1.390, O10 1.519, H13 1.073, H14 1.106
10 O -0.58 -0.13 -1.84  C9 1.519, H15 0.938
11 H -1.47 0.60 1.03  N8 0.965
12 H -2.94 0.35 0.17  N8 1.065
13 H -1.72 1.59 -1.65  C9 1.073
14 H -0.35 1.55 -0.57  C9 1.106
15 H -1.27 -0.74 -2.04  O10 0.938

=====

Density functional theory data (ωB97M-V/def2-TZVPD) for a cluster of 2 separate species, C3H9NO2 in total.

Calculated values
relative energy (zero: lowest compared OMol25 entry of this formula, charge and spin): 45.7 kcal/mol
2S+1: 1
charge: 0
SMILES string: C[C@@H](N)C=O.O

Bonds (Å) are listed after each position.
Cartesian coordinates (Å):
1 O -0.26 1.23 1.39  C2 1.202
2 C 0.02 0.81 0.30  O1 1.202, C3 1.497, H6 1.125
3 C -0.68 -0.39 -0.27  C2 1.497, C4 1.518, N5 1.512, H7 1.091
4 C -1.95 0.00 -1.01  C3 1.518, H8 1.094, H9 1.101, H10 1.084
5 N 0.29 -1.04 -1.23  C3 1.512, H11 1.009, H12 1.009
6 H 0.75 1.38 -0.34  C2 1.125
7 H -0.82 -1.19 0.46  C3 1.091
8 H -2.63 -0.86 -1.07  C4 1.094
9 H -1.88 0.21 -2.08  C4 1.101
10 H -2.38 0.90 -0.58  C4 1.084
11 H -0.26 -1.59 -1.87  N5 1.009
12 H 0.93 -0.40 -1.68  N5 1.009
13 H 2.38 -0.57 0.20  O15 0.965
14 H 2.11 -0.90 1.73  O15 0.957
15 O 2.18 -0.21 1.07  H13 0.965, H14 0.957

=====

Respective largest force on an atom values: 4.7 4.2 3.2 eV Å⁻¹.
Respective energy values: -8840.5578 -8839.7526 -8840.9716 eV.